9
Properties=species:S:1:pos:R:3:forces:R:3:nbo_charge:R:1 method="wB97M-V/def2-TZVPD" lumo_ev=4.3 de_lowest_kcal_mol=18.7 largest_force_ha_per_bohr=0.04760 molar_mass_g_mol=77.128 charge=-1 gap_ev=7.41 spin_multiplicity=1 homo_ev=-3.11
S -0.904808 -1.120036 2.055818 -0.23 0.54 -0.23 -0.975
H -0.472458 -2.290489 2.478679 0.23 -0.61 0.20 0.093
C 0.326438 1.329375 -0.313638 -0.26 -0.32 -0.01 -0.605
C 0.531462 0.247931 -1.102555 -2.36 0.55 -0.33 0.186
O -0.114002 -0.938566 -0.964782 1.64 -0.38 1.16 -0.750
H 0.109780 2.291573 -0.759488 1.31 0.32 -0.23 0.185
H -0.069266 1.254452 0.696978 -0.13 -0.49 -0.28 0.222
H 0.929119 0.314605 -2.117885 0.00 0.28 0.17 0.142
H -0.336265 -1.088846 0.026873 -0.20 0.12 -0.45 0.502

***

8
Properties=species:S:1:pos:R:3:forces:R:3:nbo_charge:R:1 method="wB97M-V/def2-TZVPD" lumo_ev="-0.7 / -0.6" de_lowest_kcal_mol=79.5 largest_force_ha_per_bohr=0.07070 molar_mass_g_mol=60.036 gap_ev="9.16 / 7.77" spin_multiplicity=1 homo_ev="-9.88 / -8.39"
C -0.172723 -0.186517 -0.775177 -1.62 -2.19 -2.40 -0.742
C -0.483342 -0.516898 0.617889 0.64 -0.10 1.83 -0.680
P -1.218189 1.068877 -0.036318 1.40 0.97 1.29 0.548
H 0.792172 -0.042050 -1.239265 0.27 0.16 0.63 0.254
H -0.780324 -0.846399 -1.442073 0.43 0.74 0.04 0.230
H -1.235415 -1.224147 1.012657 0.46 0.04 -1.07 0.236
H 0.409935 -0.550378 1.248668 -0.56 0.58 0.23 0.238
H 0.935773 2.005258 1.085188 -1.01 -0.20 -0.56 -0.084

***

8
Properties=species:S:1:pos:R:3:forces:R:3:nbo_charge:R:1 method="wB97M-V/def2-TZVPD" lumo_ev=0.3 de_lowest_kcal_mol=43.1 largest_force_ha_per_bohr=0.09123 molar_mass_g_mol=60.036 gap_ev=9.75 spin_multiplicity=1 homo_ev=-9.44
C 0.797115 -1.123704 0.568820 -0.92 1.31 4.11 -0.854
C -0.713494 0.808709 -0.629098 2.66 0.46 1.14 -0.944
P 0.681703 -0.397672 -0.932846 -0.19 -0.44 1.60 0.685
H 1.668701 -1.651925 0.988192 -0.52 -0.28 -0.91 0.214
H 0.073834 -0.826287 1.838945 1.83 -0.64 -4.27 0.186
H -0.427827 1.574588 -1.317950 -0.64 0.57 -1.02 0.224
H -1.603018 0.268709 -0.873016 -0.96 0.42 0.37 0.244
H -0.477015 1.347582 0.356954 -1.25 -1.39 -1.02 0.245

***

8
Properties=species:S:1:pos:R:3:forces:R:3:nbo_charge:R:1 method="wB97M-V/def2-TZVPD" lumo_ev=-0.4 de_lowest_kcal_mol=62.1 largest_force_ha_per_bohr=0.06601 molar_mass_g_mol=60.036 gap_ev=8.59 spin_multiplicity=1 homo_ev=-8.94
C -0.233231 -0.664116 -0.557343 -0.76 1.09 -0.01 -0.758
C -0.172102 0.782704 -0.185199 -0.94 0.90 2.70 -0.722
P 1.336874 -0.180042 0.077990 1.91 0.15 2.80 0.644
H -0.647035 -1.383770 0.072295 -1.30 -0.62 1.13 0.250
H -0.547993 -0.777226 -1.538009 0.35 -0.81 -2.06 0.246
H -0.126080 1.642028 -0.826505 0.12 -0.39 -1.17 0.244
H -0.721453 1.164064 0.700093 0.50 -0.72 -0.32 0.245
H 1.111018 -0.583641 2.256681 0.13 0.40 -3.07 -0.148

***

9
Properties=species:S:1:pos:R:3:forces:R:3:nbo_charge:R:1 method="wB97M-V/def2-TZVPD" lumo_ev=-0.6 de_lowest_kcal_mol=71.7 largest_force_ha_per_bohr=0.07443 molar_mass_g_mol=92.103 gap_ev=7.88 spin_multiplicity=1 homo_ev=-8.46
C 0.076996 -1.709726 -0.417952 0.62 3.22 1.98 -0.541
C 0.401431 1.761470 0.252497 0.66 1.77 1.31 -0.760
P -1.461294 -1.473909 0.139394 1.27 -1.64 -0.91 0.496
S 1.350383 0.214370 0.645749 -1.41 -0.99 -1.28 -0.038
H 0.836032 -2.316460 -0.891796 -0.19 0.06 0.08 0.206
H 0.904125 2.454818 -0.511150 -0.66 -1.29 1.04 0.221
H 0.171315 2.426892 1.221388 0.86 -1.67 -1.88 0.225
H -0.577102 1.478875 -0.073750 -0.60 -0.16 -0.51 0.216
H -1.701886 -2.836331 -0.364380 -0.55 0.70 0.17 -0.026

***

9
Properties=species:S:1:pos:R:3:forces:R:3:nbo_charge:R:1 method="wB97M-V/def2-TZVPD" lumo_ev="-0.9 / -0.4" de_lowest_kcal_mol=94.2 largest_force_ha_per_bohr=0.08229 molar_mass_g_mol=92.103 gap_ev="7.34 / 7.79" spin_multiplicity=1 homo_ev="-8.22 / -8.14"
C 2.517082 -0.062114 0.655346 -3.34 -1.62 -0.86 -0.495
C -0.735550 -0.157591 -0.593826 2.28 2.50 2.54 -0.617
P -2.234604 0.183928 0.408151 -0.45 1.18 -1.97 0.317
S 0.856362 0.576282 -0.011901 0.35 -0.02 0.37 0.229
H 2.664540 -1.166342 0.933565 -0.02 1.98 -0.67 0.209
H 3.255470 0.633247 0.279175 0.21 -0.26 0.10 0.202
H -0.740833 -1.132416 -0.870380 0.40 -3.02 -1.05 0.173
H -3.076750 -0.406853 -0.635679 0.38 0.24 0.79 -0.011
H -2.505715 1.531860 -0.164451 0.21 -0.99 0.75 -0.005

***

9
Properties=species:S:1:pos:R:3:forces:R:3:nbo_charge:R:1 method="wB97M-V/def2-TZVPD" smiles="[H]/P=C/SC" lumo_ev=0.1 de_lowest_kcal_mol=18.1 largest_force_ha_per_bohr=0.04517 molar_mass_g_mol=92.103 gap_ev=8.28 spin_multiplicity=1 homo_ev=-8.15
H -2.909511 1.569991 -0.337311 0.37 0.19 0.26 -0.038
P -2.725222 0.356205 0.374478 0.67 -0.58 -0.46 0.340
C -1.054124 0.165584 0.121652 0.51 0.80 0.73 -0.760
S -0.072961 -1.236170 0.497755 -0.73 0.10 0.36 0.329
C 1.469945 -0.524270 0.003626 2.20 -0.73 0.19 -0.782
H -0.260595 0.934426 -0.075703 -1.74 -0.17 -0.42 0.224
H 2.289320 -0.306535 0.744305 -1.43 0.26 -0.17 0.232
H 1.282562 0.257861 -0.693176 0.00 1.02 -0.10 0.224
H 1.980582 -1.217096 -0.635622 0.15 -0.89 -0.39 0.231

***

8
Properties=species:S:1:pos:R:3:forces:R:3:nbo_charge:R:1 method="wB97M-V/def2-TZVPD" lumo_ev=4.4 de_lowest_kcal_mol=15.7 largest_force_ha_per_bohr=0.01384 molar_mass_g_mol=61.129 charge=-1 gap_ev=6.87 spin_multiplicity=1 homo_ev=-2.48
C 1.118566 0.392755 -0.315544 0.00 0.36 0.61 -0.408
C 0.044987 1.162063 -0.165986 0.21 -0.11 0.04 -0.399
H 1.076579 -0.640122 0.018605 -0.07 -0.05 -0.49 0.234
H 2.080237 0.810868 -0.604566 -0.04 -0.03 0.00 0.160
H -0.896549 0.708288 0.125750 0.05 0.08 0.11 0.240
H 0.087236 2.241715 -0.282700 -0.02 -0.05 -0.32 0.160
S -1.375636 -1.832999 0.387202 -0.10 -0.17 0.02 -1.078
H -2.135419 -2.842568 0.837239 -0.02 -0.03 0.03 0.090

***

8
Properties=species:S:1:pos:R:3:forces:R:3:nbo_charge:R:1 method="wB97M-V/def2-TZVPD" smiles=CC lumo_ev=1.3 de_lowest_kcal_mol=30.6 largest_force_ha_per_bohr=0.16101 molar_mass_g_mol=30.070 gap_ev=12.80 spin_multiplicity=1 homo_ev=-11.53
C 0.233752 -0.715519 -0.251178 -1.99 0.29 8.03 -0.569
C -0.266235 0.713817 0.263554 2.75 -0.42 -0.09 -0.636
H 0.061022 -0.773674 -1.173861 -2.30 -0.81 -7.59 0.180
H 1.264152 -0.845497 -0.265834 2.08 -0.12 1.02 0.199
H -0.315639 -1.613283 0.350166 1.43 2.18 -1.48 0.188
H 0.288600 1.540730 -0.263315 -0.45 -0.91 -0.04 0.200
H 0.227110 0.839286 1.307071 -2.15 -0.09 -1.18 0.218
H -1.330349 0.862647 -0.028492 0.63 -0.11 1.32 0.220

***

20
Properties=species:S:1:pos:R:3:forces:R:3:nbo_charge:R:1 method="wB97M-V/def2-TZVPD" lumo_ev=2.8 largest_force_ha_per_bohr=0.06760 molar_mass_g_mol=285.342 charge=-1 gap_ev=7.51 spin_multiplicity=1 homo_ev=-4.69
O 3.504252 1.394513 0.706895 -1.61 -0.88 0.76 -0.970
P 2.809780 -0.148447 0.677491 2.69 -2.01 -0.55 1.214
O 2.396219 -0.654612 2.257632 -0.41 1.70 -1.03 -0.984
C 1.273112 -0.184816 -0.434633 -1.98 2.73 0.85 0.274
F 1.552398 -1.240978 -1.311566 -0.11 0.43 0.54 -0.365
O 0.104844 -0.370686 0.282816 0.90 -1.07 0.31 -0.721
B -1.061968 0.291026 -0.370259 0.99 1.48 0.18 0.271
P -2.652325 -0.807762 -0.457522 -1.80 -1.36 -0.93 1.526
O -2.603106 -2.110434 0.648044 0.18 1.95 -0.41 -0.978
O -3.991963 0.135842 0.016224 1.70 -1.41 0.29 -0.962
S -3.063142 -1.555153 -2.202886 -0.09 0.14 0.06 -0.670
O -0.462260 0.773108 -1.624556 1.20 0.07 -0.39 -0.665
C 0.875114 1.073299 -1.329761 -1.20 -1.31 -1.57 0.087
Cl 0.986652 2.735049 -0.563938 0.22 -0.42 0.17 -0.130
H 3.856606 1.602178 1.581700 -0.08 0.00 0.00 0.496
H 2.160384 -1.584271 2.146977 0.03 0.00 0.01 0.496
H -1.436099 1.314962 0.157076 -0.16 -0.13 0.88 -0.086
H -1.763637 -2.004374 1.122512 -0.02 -0.12 0.03 0.490
H -3.926264 0.185820 0.981668 -0.18 0.28 -0.04 0.475
H 1.441406 1.155735 -2.283915 -0.26 -0.09 0.83 0.204

***

Please write out number 8 again, unchanged.
8
Properties=species:S:1:pos:R:3:forces:R:3:nbo_charge:R:1 method="wB97M-V/def2-TZVPD" lumo_ev=4.4 de_lowest_kcal_mol=15.7 largest_force_ha_per_bohr=0.01384 molar_mass_g_mol=61.129 charge=-1 gap_ev=6.87 spin_multiplicity=1 homo_ev=-2.48
C 1.118566 0.392755 -0.315544 0.00 0.36 0.61 -0.408
C 0.044987 1.162063 -0.165986 0.21 -0.11 0.04 -0.399
H 1.076579 -0.640122 0.018605 -0.07 -0.05 -0.49 0.234
H 2.080237 0.810868 -0.604566 -0.04 -0.03 0.00 0.160
H -0.896549 0.708288 0.125750 0.05 0.08 0.11 0.240
H 0.087236 2.241715 -0.282700 -0.02 -0.05 -0.32 0.160
S -1.375636 -1.832999 0.387202 -0.10 -0.17 0.02 -1.078
H -2.135419 -2.842568 0.837239 -0.02 -0.03 0.03 0.090